Entry 1:
10
Properties=species:S:1:pos:R:3 method="wB97M-V/def2-TZVPD" homo_energy_ha=0.084 e_lumo_ha=0.27128 de_lowest_kj_mol=110.7 orbital_gap_ev=5.11 smiles="C=CC1=P([O-])([O-])O1" total_energy_ha=-683.0937 mol_weight_g_mol=118.03 charge=-2
C -0.960 0.282 -0.241
C 0.438 0.284 -0.075
C -2.118 -0.278 0.360
O 1.473 0.562 -1.215
O 2.853 0.617 1.031
O 2.870 -1.412 -0.350
P 2.090 -0.235 0.112
H -1.380 1.025 -0.849
H -3.035 0.398 0.330
H -2.230 -1.242 0.896



Entry 2:
20
Properties=species:S:1:pos:R:3 method="wB97M-V/def2-TZVPD" homo_energy_ha=-0.335 e_lumo_ha=-0.03003 de_lowest_kj_mol=594.0 orbital_gap_ev=8.31 total_energy_ha=-528.4656 mol_weight_g_mol=160.18
C -2.486 -0.503 2.345
C -1.576 -0.550 1.088
C -0.561 -0.102 -1.193
C -0.067 0.198 -2.500
C 1.290 0.423 -2.669
C 1.623 -0.198 -0.337
C 2.466 0.450 0.820
C 0.257 -0.495 -0.153
H -1.831 -0.674 3.243
H -3.017 0.466 2.131
H -3.206 -1.383 2.235
H -0.789 0.606 -3.463
H 1.960 0.627 -3.594
H 2.678 -0.026 2.147
H 3.422 0.686 0.329
H 2.280 1.789 1.139
N -2.341 -0.631 0.011
N -1.960 -0.360 -1.165
N 2.090 0.168 -1.488
N -0.234 -0.490 1.074



Entry 3:
77
Properties=species:S:1:pos:R:3 method="wB97M-V/def2-TZVPD" homo_energy_ha=-0.412 e_lumo_ha=-0.28209 orbital_gap_ev=3.53 total_energy_ha=-2027.7591 mol_weight_g_mol=529.86 charge=+1
Mg -1.770 2.211 -2.471
F -0.061 1.995 -0.514
C -0.141 5.881 -5.544
C 1.283 5.529 -5.060
C 1.062 4.831 -3.736
O -0.349 4.790 -3.560
C -0.851 5.892 -4.192
H -0.412 5.183 -6.336
H -0.195 6.849 -6.042
H 1.790 6.465 -4.828
H 1.807 4.884 -5.766
H 1.539 5.309 -2.881
H 1.453 3.814 -3.698
H -0.542 6.744 -3.586
H -1.931 5.871 -4.337
C -5.074 -0.155 3.586
C -4.736 0.974 2.654
C -3.406 1.526 3.177
O -2.867 0.399 3.877
C -3.642 -0.759 3.876
H -5.720 -0.858 3.060
H -5.528 0.212 4.507
H -5.471 1.770 2.536
H -4.642 0.485 1.685
H -3.685 2.315 3.875
H -2.847 1.863 2.303
H -3.616 -1.283 4.831
H -3.339 -1.464 3.101
C 4.071 -2.572 -3.051
C 3.300 -3.850 -2.998
C 2.043 -3.671 -3.748
O 2.021 -2.286 -4.059
C 2.945 -1.529 -3.323
H 4.820 -2.549 -3.842
H 4.643 -2.280 -2.171
H 3.128 -4.161 -1.967
H 3.850 -4.676 -3.449
H 1.143 -3.869 -3.166
H 1.997 -4.295 -4.641
H 2.503 -1.133 -2.408
H 3.197 -0.592 -3.819
C 5.523 3.033 6.491
O 4.302 3.612 6.026
C 3.682 3.074 4.985
O 4.059 2.142 4.320
O 2.609 3.726 4.801
C 1.672 3.423 3.745
H 5.324 2.098 7.013
H 5.932 3.702 7.249
H 6.173 2.854 5.635
H 2.287 3.410 2.845
H 0.965 4.248 3.661
H 1.126 2.488 3.868
C -5.844 -1.338 -3.129
O -5.086 -2.324 -2.343
C -3.943 -1.812 -1.771
O -3.531 -0.650 -1.892
O -3.196 -2.805 -1.241
C -3.700 -4.067 -0.879
H -5.241 -1.069 -3.996
H -6.112 -0.482 -2.509
H -6.668 -1.892 -3.580
H -2.859 -4.680 -0.556
H -4.142 -4.542 -1.755
H -4.416 -3.919 -0.071
C 2.790 -6.574 2.363
O 2.899 -5.163 2.228
C 1.788 -4.358 2.194
O 0.663 -4.788 2.161
O 2.252 -3.099 2.080
C 1.354 -2.057 1.825
H 3.762 -7.044 2.515
H 2.356 -6.969 1.444
H 2.110 -6.786 3.188
H 0.760 -2.264 0.935
H 1.859 -1.120 1.592
H 0.723 -1.817 2.680



Entry 4:
7
Properties=species:S:1:pos:R:3 method="wB97M-V/def2-TZVPD" homo_energy_ha="-0.293 / -0.293" e_lumo_ha="0.00639 / 0.00638" de_lowest_kj_mol=173.0 orbital_gap_ev="8.13 / 8.13" total_energy_ha=-446.9776 mol_weight_g_mol=169.95
C -0.515 -0.414 0.059
N 1.525 0.369 0.039
N 0.291 0.564 -0.028
I -2.671 -0.068 0.020
H -0.284 -1.522 -0.056
H 1.653 -0.506 -0.336
H 0.001 1.576 0.302



Entry 5:
69
Properties=species:S:1:pos:R:3 method="wB97M-V/def2-TZVPD" homo_energy_ha="-0.067 / -0.354" e_lumo_ha="0.01688 / 0.01377" de_lowest_kj_mol=0.0 orbital_gap_ev="2.29 / 10.01" multiplicity=2 total_energy_ha=-1325.7483 mol_weight_g_mol=382.52
N -1.241 -0.065 -0.663
H -1.666 -0.366 0.203
H -1.583 -0.699 -1.372
H -0.252 -0.185 -0.499
H -1.358 0.906 -0.912
C -2.514 -2.237 -3.535
C -3.993 -1.943 -3.722
O -4.761 -2.929 -2.964
O -2.120 -2.101 -2.222
H -1.900 -1.691 -4.251
H -2.463 -3.304 -3.750
H -4.144 -2.116 -4.787
H -4.205 -0.904 -3.470
H -5.660 -2.729 -3.234
H -2.474 -2.848 -1.734
C -1.882 3.464 -1.357
C -1.372 2.809 -2.616
O -0.253 1.968 -2.421
O -2.371 2.513 -0.386
H -2.626 4.240 -1.537
H -1.016 3.970 -0.931
H -1.176 3.583 -3.358
H -2.126 2.196 -3.111
H 0.546 2.411 -2.715
H -2.603 2.935 0.444
C -2.844 -1.905 3.622
C -3.135 -2.209 2.140
O -2.906 -1.127 1.318
O -1.399 -2.076 3.719
H -3.389 -2.627 4.231
H -3.195 -0.909 3.890
H -4.182 -2.512 2.129
H -2.638 -3.096 1.748
H -3.521 -1.098 0.582
H -1.101 -1.535 2.984
C 2.125 -3.018 0.829
C 1.054 -1.869 0.810
C 1.273 -0.860 1.910
O 0.156 0.062 1.894
C 0.296 0.947 2.953
N 1.294 -1.355 -0.563
H 2.056 -3.601 1.747
H 3.150 -2.648 0.831
H 2.008 -3.743 0.023
H 0.049 -2.280 0.909
H 2.194 -0.329 1.671
H 1.301 -1.319 2.898
H 1.196 1.546 2.815
H 0.401 0.296 3.821
H -0.647 1.471 3.107
H 2.126 -0.783 -0.544
H 1.593 -2.084 -1.195
C 1.878 2.797 0.314
C 3.276 2.520 0.894
C 4.227 1.859 -0.122
O 3.822 0.539 -0.313
C 4.876 -0.374 -0.618
N 3.788 3.820 1.320
H 1.829 3.661 -0.349
H 1.073 2.894 1.043
H 1.553 1.941 -0.277
H 3.222 1.888 1.781
H 5.245 1.843 0.268
H 4.207 2.446 -1.040
H 4.357 -1.332 -0.647
H 5.680 -0.421 0.116
H 5.418 -0.098 -1.523
H 4.492 3.618 2.016
H 2.955 4.182 1.762



Entry 6:
83
Properties=species:S:1:pos:R:3 method="wB97M-V/def2-TZVPD" homo_energy_ha="-0.708 / -0.708" e_lumo_ha="-0.51041 / -0.56892" orbital_gap_ev="5.38 / 3.78" multiplicity=2 total_energy_ha=-5534.0965 mol_weight_g_mol=641.52 charge=+4
C 1.682 3.708 -0.204
C 0.789 2.872 -0.899
C 0.759 2.946 -2.308
C 1.758 3.694 -2.952
N 2.685 4.368 -2.276
C 2.628 4.430 -0.947
C -0.066 1.946 -0.182
C -1.270 1.710 0.300
C -2.619 2.114 0.571
C -3.520 1.121 0.999
C -4.781 1.445 1.494
C -5.230 2.764 1.360
C -4.409 3.755 0.795
C -3.095 3.437 0.433
V -0.122 0.066 0.579
P 2.071 -0.338 -0.276
H -0.013 2.431 -2.884
H 1.641 3.785 0.884
H 1.787 3.724 -4.043
H 3.353 5.061 -0.429
H -2.436 4.202 0.021
H -3.209 0.068 0.954
H -4.804 4.758 0.657
H -5.396 0.679 1.967
C 2.642 -2.061 0.072
C 3.820 -2.615 -0.730
H 1.761 -2.705 -0.064
H 2.866 -2.098 1.150
H 4.014 -3.646 -0.401
H 3.617 -2.654 -1.807
H 4.748 -2.054 -0.565
C 2.369 -0.097 -2.077
C 3.774 0.314 -2.505
H 1.651 0.669 -2.400
H 2.060 -1.026 -2.577
H 3.805 0.428 -3.597
H 4.078 1.277 -2.079
H 4.528 -0.440 -2.248
C 3.285 0.776 0.563
C 4.735 0.301 0.670
H 2.887 0.976 1.571
H 3.211 1.740 0.044
H 5.318 1.056 1.218
H 4.831 -0.642 1.224
H 5.215 0.184 -0.309
Br -6.992 3.167 1.941
P -1.388 -1.215 -0.973
C -0.457 -2.245 -2.183
C -1.181 -3.444 -2.786
H 0.458 -2.577 -1.670
H -0.124 -1.559 -2.975
H -0.501 -3.978 -3.461
H -1.506 -4.158 -2.023
H -2.049 -3.153 -3.387
C -2.511 -2.382 -0.092
C -3.803 -2.796 -0.793
H -2.741 -1.926 0.883
H -1.892 -3.262 0.134
H -4.368 -3.471 -0.136
H -4.457 -1.943 -1.010
H -3.624 -3.346 -1.724
C -2.517 -0.176 -2.021
C -3.031 -0.733 -3.347
H -1.970 0.759 -2.208
H -3.352 0.113 -1.366
H -3.650 0.032 -3.836
H -2.217 -0.978 -4.039
H -3.672 -1.614 -3.219
C 2.485 -1.426 5.031
C 1.260 -1.003 4.321
C -0.055 -0.867 4.747
C -0.800 -0.450 3.635
N 0.017 -0.370 2.552
N 1.275 -0.688 3.029
C -2.234 -0.144 3.586
H 2.703 -0.741 5.860
H 2.345 -2.422 5.467
H 3.352 -1.456 4.359
H -0.433 -1.051 5.737
H 2.101 -0.723 2.441
H -2.674 -0.233 4.590
H -2.424 0.879 3.236
H -2.769 -0.846 2.932



Entry 7:
21
Properties=species:S:1:pos:R:3 method="wB97M-V/def2-TZVPD" homo_energy_ha=-0.350 e_lumo_ha=0.02739 de_lowest_kj_mol=133.4 orbital_gap_ev=10.28 total_energy_ha=-399.6965 mol_weight_g_mol=119.17
C 2.982 1.060 -1.431
C 2.308 0.159 -0.400
C 0.854 0.359 -0.102
N 0.063 -0.740 -0.733
C -1.293 -0.754 -0.450
N -1.603 -1.227 0.816
N -2.159 -0.310 -1.296
H 3.653 0.535 -2.127
H 2.255 1.622 -2.032
H 3.716 1.809 -1.061
H 2.385 -0.828 -0.891
H 2.897 0.189 0.506
H 0.557 1.402 -0.294
H 0.661 0.213 0.957
H 0.118 -0.620 -1.746
H -0.990 -1.905 1.239
H -2.582 -1.437 0.918
H -3.130 -0.579 -1.054
H -1.453 0.179 2.604
H -1.733 1.799 2.574
O -1.202 1.061 2.891



Entry 8:
163
Properties=species:S:1:pos:R:3 method="wB97M-V/def2-TZVPD" homo_energy_ha=-0.299 e_lumo_ha=-0.00055 orbital_gap_ev=8.13 smiles="[H]/N=C(/C)C[C@]1(CC(=O)F)[C@](C=C)(CB(O)O)C[C@@H](COCCOCC)OS1(=O)=O.CCOCC.CCOCC.CCOCC.CCOCC.CCOCC.CCOCC.CCOCC" total_energy_ha=-3480.0596 mol_weight_g_mol=956.16
C -0.228 -0.287 2.356
C 0.058 0.863 3.041
C 0.623 2.193 2.449
C -0.260 2.396 1.185
B -0.256 3.840 0.529
O -1.162 4.788 1.016
O 0.568 4.171 -0.507
C 0.274 3.262 3.509
C 1.072 4.540 3.530
C 0.732 5.380 4.790
O -0.438 4.958 5.435
C -1.585 5.769 5.254
C -2.810 4.866 5.301
O -3.309 4.670 3.994
C -4.007 3.447 3.863
C -4.471 3.260 2.420
O 2.506 4.330 3.590
S 3.068 3.639 2.288
O 2.731 4.495 1.189
O 4.455 3.372 2.503
C 2.188 2.056 2.163
C 2.500 1.277 0.855
C 2.598 1.908 -0.532
C 1.580 1.437 -1.544
N 3.504 2.701 -0.913
C 2.849 1.142 3.259
C 2.782 1.533 4.712
O 3.607 2.130 5.301
F 1.691 1.069 5.381
H -1.251 -0.636 2.258
H 0.563 -0.911 1.941
H -0.166 0.884 4.106
H -1.273 2.243 1.565
H -0.115 1.593 0.464
H -1.720 5.082 0.289
H 0.925 5.059 -0.392
H -0.765 3.559 3.355
H 0.296 2.810 4.498
H 0.838 5.181 2.681
H 1.586 5.359 5.469
H 0.620 6.422 4.476
H -1.582 6.265 4.281
H -1.654 6.511 6.055
H -3.581 5.297 5.948
H -2.494 3.908 5.727
H -3.392 2.600 4.192
H -4.890 3.472 4.514
H -5.544 3.076 2.404
H -3.994 2.403 1.947
H -4.277 4.162 1.844
H 1.723 0.517 0.823
H 3.433 0.726 0.994
H 0.854 2.205 -1.790
H 1.090 0.542 -1.156
H 2.087 1.120 -2.455
H 4.140 2.882 -0.135
H 2.506 0.122 3.098
H 3.914 1.143 3.035
C -2.247 -5.389 3.599
C -1.097 -4.451 3.921
O -1.495 -3.113 4.162
C -2.365 -2.905 5.254
C -1.794 -3.301 6.604
H -2.856 -4.980 2.791
H -1.858 -6.360 3.293
H -2.899 -5.545 4.460
H -0.424 -4.404 3.065
H -0.510 -4.835 4.764
H -3.322 -3.412 5.075
H -2.571 -1.833 5.252
H -1.661 -4.381 6.688
H -2.466 -2.988 7.403
H -0.820 -2.834 6.757
C -7.938 -1.402 1.199
C -6.895 -0.323 0.965
O -6.481 0.341 2.144
C -5.855 -0.465 3.127
C -4.570 -1.115 2.644
H -8.776 -1.004 1.772
H -8.310 -1.778 0.245
H -7.529 -2.250 1.751
H -7.315 0.459 0.330
H -6.030 -0.735 0.431
H -6.549 -1.221 3.512
H -5.637 0.210 3.955
H -4.763 -1.867 1.878
H -4.056 -1.610 3.468
H -3.902 -0.366 2.212
C 3.019 5.922 -2.068
C 3.964 6.995 -2.575
O 3.502 7.680 -3.730
C 2.288 8.385 -3.576
C 2.341 9.489 -2.532
H 2.744 5.237 -2.870
H 3.487 5.349 -1.269
H 2.097 6.359 -1.673
H 4.907 6.537 -2.873
H 4.198 7.709 -1.776
H 1.465 7.693 -3.358
H 2.082 8.820 -4.554
H 2.448 9.090 -1.522
H 1.422 10.076 -2.559
H 3.188 10.150 -2.720
C -1.771 2.262 -3.045
C -2.042 0.786 -2.802
O -3.013 0.549 -1.795
C -4.306 1.067 -2.048
C -4.972 0.487 -3.285
H -1.547 2.765 -2.101
H -0.925 2.388 -3.720
H -2.630 2.766 -3.492
H -1.131 0.304 -2.447
H -2.318 0.281 -3.735
H -4.280 2.161 -2.105
H -4.894 0.814 -1.165
H -4.470 0.798 -4.202
H -6.008 0.823 -3.345
H -4.957 -0.604 -3.250
C 0.323 -2.726 -5.773
C 1.458 -1.752 -6.041
O 1.886 -1.038 -4.892
C 2.398 -1.828 -3.837
C 3.627 -2.636 -4.216
H -0.499 -2.224 -5.260
H -0.045 -3.137 -6.713
H 0.643 -3.562 -5.149
H 1.125 -0.987 -6.743
H 2.301 -2.269 -6.513
H 1.617 -2.485 -3.433
H 2.654 -1.124 -3.045
H 3.381 -3.415 -4.939
H 4.053 -3.119 -3.336
H 4.383 -1.992 -4.667
C 2.114 -6.432 -8.760
C 3.269 -5.485 -9.041
O 3.742 -4.801 -7.894
C 4.259 -5.617 -6.859
C 5.467 -6.445 -7.264
H 1.318 -5.913 -8.223
H 1.712 -6.820 -9.696
H 2.424 -7.285 -8.154
H 2.942 -4.702 -9.725
H 4.089 -6.016 -9.538
H 3.473 -6.260 -6.448
H 4.546 -4.926 -6.067
H 5.207 -7.219 -7.988
H 5.893 -6.938 -6.391
H 6.229 -5.809 -7.718
C 2.845 -6.404 3.461
C 1.860 -7.468 3.004
O 1.053 -7.070 1.910
C 1.740 -6.759 0.711
C 2.523 -7.923 0.130
H 2.329 -5.460 3.641
H 3.335 -6.719 4.382
H 3.622 -6.222 2.718
H 1.160 -7.686 3.811
H 2.383 -8.404 2.777
H 2.393 -5.890 0.855
H 0.963 -6.455 0.009
H 3.372 -8.198 0.758
H 2.912 -7.658 -0.854
H 1.884 -8.801 0.032



Entry 9:
15
Properties=species:S:1:pos:R:3 method="wB97M-V/def2-TZVPD" homo_energy_ha=-0.326 e_lumo_ha=0.02778 de_lowest_kj_mol=421.9 orbital_gap_ev=9.62 total_energy_ha=-345.6443 mol_weight_g_mol=100.12
O -1.040 -0.430 1.906
C 0.102 -0.321 1.086
C -0.130 -0.953 -0.298
C -0.261 0.353 -1.261
C 1.022 -0.096 -1.681
C 0.445 1.137 0.752
O -0.381 1.430 -0.365
H -1.700 0.187 1.560
H 0.912 -0.821 1.621
H 0.664 -1.671 -0.544
H -1.084 -1.480 -0.375
H -1.154 0.340 -1.892
H 0.862 -0.805 -2.510
H 1.503 1.242 0.493
H 0.179 1.822 1.560



Entry 10:
24
Properties=species:S:1:pos:R:3 method="wB97M-V/def2-TZVPD" homo_energy_ha=-0.351 e_lumo_ha=0.01701 orbital_gap_ev=10.00 smiles="O=S(=O)(F)N(CCO)CCCO" total_energy_ha=-1051.4447 mol_weight_g_mol=201.22
O -0.580 -2.906 0.770
S 0.086 -1.801 1.372
O -0.378 -1.237 2.584
F 1.550 -2.302 1.669
N 0.410 -0.627 0.258
C 1.794 -0.475 -0.226
C 2.023 0.877 -0.898
O 1.651 1.974 -0.087
C -0.614 -0.595 -0.804
C -2.023 -0.248 -0.335
C -2.229 1.146 0.298
O -1.143 1.644 1.047
H 2.066 -1.264 -0.939
H 2.464 -0.537 0.625
H 3.078 0.916 -1.186
H 1.452 0.965 -1.822
H 2.399 2.264 0.442
H -0.640 -1.554 -1.330
H -0.280 0.152 -1.522
H -2.635 -0.294 -1.241
H -2.409 -1.032 0.319
H -2.538 1.855 -0.480
H -3.056 1.086 1.007
H -0.448 1.992 0.479